(1)
C4H10N | the ωB97M-V functional and the def2-TZVPD basis

Results
net charge: +1

Last column: natural (NBO) charge in e.
Atoms and positions in Å:
C -1.35108 -0.39254 2.56130  -0.872
H -2.13494 -0.21793 3.29225  0.256
H -0.58444 -1.00974 3.03024  0.219
H -0.92179 0.56601 2.27551  0.197
H -1.77382 -0.92688 1.71045  0.205
C 0.92203 0.37183 -1.97025  -0.080
C 0.01046 0.54285 -2.91367  -0.283
C 1.29568 -0.16541 0.33922  0.119
N 0.50670 0.05651 -0.63714  -0.397
H 1.99554 0.44091 -2.06519  0.236
H -1.04854 0.47642 -2.69933  0.222
H 0.33048 0.78251 -3.91733  0.254
H 0.89024 -0.41032 1.30687  0.248
H 2.36156 -0.07636 0.16819  0.227
H -0.49806 -0.03787 -0.48112  0.448

***

(2)
C4H7NO2 | the ωB97M-V functional and the def2-TZVPD basis

Results
SMILES string: O=CN1CC(O)C1

Last column: natural (NBO) charge in e.
Atoms and positions in Å:
O 2.46870 1.44083 -0.37249  -0.600
C 2.04793 0.30658 -0.26435  0.539
N 0.87492 -0.01757 0.33607  -0.429
C 0.01530 -1.17809 0.08090  -0.225
C -1.20960 -0.24911 0.17923  0.083
O -1.81885 -0.14664 -1.08248  -0.705
C -0.23946 0.90686 0.53040  -0.241
H 2.58992 -0.58492 -0.63656  0.108
H 0.08345 -1.94847 0.85567  0.199
H 0.12615 -1.62528 -0.91236  0.213
H -1.93136 -0.50755 0.96486  0.167
H -2.46280 0.57191 -1.05012  0.473
H -0.30712 1.29205 1.55255  0.202
H -0.23718 1.73940 -0.18132  0.217

***

no.,frontier orbital gap (eV),LUMO level (eV)
1,9.90,-5.5
2,10.25,0.7